This record from OMol25 describes C37H40BeN7O as an isolated structure. The level of theory is wB97M-V/def2-TZVPD.

## Properties
LUMO energy (spin up / spin down) (eV): -7.705 / -10.680
E_HOMO (spin up / spin down) (eV): -12.93 / -12.93
Gap between HOMO and LUMO (spin up / spin down) (eV): 5.23 / 2.25
Spin multiplicity: 2
Charge: +2

```
86
C37H40BeN7O wB97M-V/def2-TZVPD
O -0.2650 -2.3198 0.9465
N 2.7595 5.4065 2.8440
N -1.9769 -0.3734 -4.1287
N 3.5082 -1.7535 -4.9969
N -6.4162 -0.6634 -2.1449
N 0.0654 -5.3763 2.8781
N 1.1110 -1.2441 5.0641
N 1.2176 4.8460 -4.0293
C -3.0531 1.1495 -5.6826
C 2.2740 -1.0195 -3.0518
C -0.9033 -7.0483 4.2872
C 0.9810 -0.0300 4.4100
C -0.6998 -4.8162 5.1226
C 1.0866 -2.0517 -4.9319
C 3.7054 3.1743 2.8734
C -2.5556 -0.1165 -5.3278
C -0.3114 -6.6455 3.1118
C -7.0645 -0.3956 -0.9683
C 1.0535 -1.4901 -3.6375
C -0.2658 -4.4607 3.8339
C 2.7184 2.7262 2.0113
C -1.8575 0.6892 -3.2561
C 1.5869 1.1381 4.9000
C 2.3325 -2.1610 -5.5670
C 3.4514 -1.1946 -3.7737
C 1.8411 -1.2754 6.2310
C -2.9075 2.2134 -4.7610
C -6.3904 -0.2772 0.2435
C 0.5660 -0.0870 0.1043
C 1.7917 4.9526 2.0278
C -1.1007 -6.1633 5.3276
C -0.4310 -0.9394 0.8316
C -2.3800 1.9543 -3.5468
C 1.3462 3.0834 -2.2782
C -5.0449 -0.5134 0.2515
C 2.3056 1.0773 6.1027
C 2.4465 -0.1494 6.7162
C 3.1675 3.4102 -3.7780
C -4.3422 -0.7507 -0.9525
C -5.0496 -0.7166 -2.1166
C 0.7346 4.1765 -2.9605
C 1.6984 3.6072 1.6284
C 2.6587 2.7705 -2.7067
C 2.4635 4.4594 -4.3827
C 3.6665 4.4929 3.2510
Be 0.4568 -4.6563 0.4215
H 0.4620 -0.0186 3.4629
H 1.5590 -0.2934 0.5035
H -6.9611 0.0063 1.1155
H -0.1818 -7.3388 2.2939
H 1.4420 2.0578 4.3528
H -1.4343 -0.6610 0.5090
H -3.3050 3.2061 -4.9122
H -8.1381 -0.4011 -1.0860
H 2.3362 -0.5399 -2.0862
H -0.6043 -0.5537 1.8362
H -0.2012 4.5537 -2.5751
H 3.2386 2.0359 -2.1677
H 0.0340 -3.4316 3.7018
H 2.7865 5.0318 -5.2397
H 2.0129 -2.2481 6.6680
H -4.5474 -0.4885 1.2098
H 0.9334 3.2126 0.9761
H -4.5150 -0.6839 -3.0544
H 0.1427 -2.4011 -5.3234
H 0.3857 0.9735 0.2799
H -2.3266 2.6954 -2.7630
H 0.9887 2.5725 -1.3964
H 2.4011 -2.6172 -6.5435
H 2.8145 1.9340 6.5191
H -3.5502 1.2908 -6.6310
H 0.1254 -1.3179 -3.1127
H 4.2427 4.8243 4.1022
H 1.1057 5.6497 1.5696
H 3.1040 -0.1800 7.5725
H -0.8068 -4.0089 5.8320
H 4.4024 -0.9631 -3.3171
H -1.1797 -8.0817 4.4357
H 2.6910 1.7079 1.6527
H 4.2051 3.1709 -3.9584
H -1.5656 -6.4653 6.2544
H 0.6836 -0.1190 -0.9789
H 4.3859 2.4224 3.2446
H -3.2642 -0.7333 -1.0165
H -2.5941 -0.9498 -6.0137
H -1.2869 0.5121 -2.3564
```

This record from OMol25 describes a 2-piece molecular cluster, C11H15N overall. The level of theory is wB97M-V/def2-TZVPD.

## Properties
LUMO energy (eV): 0.979
Energy above the lowest of the compared OMol25 structures with the same formula, charge and spin (kcal/mol): 7.1
SMILES: Cc1c[nH]c2ccccc12.CC
E_HOMO (eV): -7.87
Gap between HOMO and LUMO (eV): 8.85
Spin multiplicity: 1
Charge: 0

```
27
C11H15N wB97M-V/def2-TZVPD
N 2.4892 -0.9033 0.0023
C 2.1555 1.4841 0.7463
C 1.8514 0.1234 0.6573
C 0.4792 -1.7134 0.5941
C -0.3717 0.5040 1.5747
C 1.2250 2.3142 1.3195
C -0.9977 0.7111 -1.8832
C -2.5334 0.6825 -1.9442
C 0.5932 -0.3657 1.0425
C -0.7312 -2.5792 0.6239
C 1.6751 -2.0288 0.0101
C -0.0017 1.8077 1.7989
H -0.6204 2.5044 2.3466
H -2.8814 -0.1451 -2.5516
H -1.5866 -2.0662 0.1638
H -0.6668 1.2968 -2.7318
H 1.4569 3.3709 1.3302
H -0.5216 -0.2662 -1.9245
H 3.1046 1.8335 0.3494
H -1.0524 -2.8628 1.6194
H -1.4038 0.2045 1.7553
H 2.0768 -2.9188 -0.4360
H 3.4889 -0.9294 -0.1293
H -2.8917 1.5988 -2.4282
H -3.0496 0.6443 -0.9750
H -0.6820 1.1727 -0.9486
H -0.6036 -3.4739 0.0184
```

This record from OMol25 describes C33H41IrN7P as an isolated structure. The level of theory is wB97M-V/def2-TZVPD.

## Properties
LUMO energy (eV): -4.758
Energy above the lowest of the compared OMol25 structures with the same formula, charge and spin (kcal/mol): 0.0
E_HOMO (eV): -12.32
Gap between HOMO and LUMO (eV): 7.56
Spin multiplicity: 1
Charge: +2

```
83
C33H41IrN7P wB97M-V/def2-TZVPD
Ir 1.2152 1.1921 -0.9247
P -1.1928 -1.4046 1.6347
N -2.4754 -3.9258 1.6877
N 2.7465 0.8683 -2.3784
N 0.2070 1.9344 0.5284
N -3.8756 -1.9955 2.1840
N 2.3413 0.2441 0.5821
N 0.1387 2.5960 -2.0946
N -2.2773 -2.7831 3.8245
C -3.1511 3.6064 0.3915
C -1.3753 -3.1592 1.0131
C 0.0967 1.9680 3.0215
C -2.0661 2.9127 0.9179
C -2.0617 3.7159 -1.7334
C -0.3427 2.0979 -3.4068
C -2.2104 -4.0527 3.1976
C 4.8167 1.4296 -3.4134
C 1.4669 0.4004 4.2402
C -0.9923 3.0096 -1.2250
C 2.6523 -0.2378 -3.1447
C 3.6474 -0.5551 -4.0612
C 3.8011 1.6811 -2.5162
C 3.6667 0.9237 0.6741
C -3.8357 -3.2367 1.5000
C 0.9942 -2.0694 -3.6678
C 1.6279 0.5492 1.8464
C -0.2728 -2.5920 -3.4824
C 1.4132 -0.9750 -2.9124
C 4.7375 0.2831 -4.1949
C -1.1814 -1.8879 3.4362
C -3.0077 -0.9811 1.5806
C -0.6970 -0.9321 -1.7803
C 2.0332 -0.0129 3.0398
C 0.6016 1.5079 1.8057
C 1.0132 3.7796 -2.3314
C 0.5258 1.4153 4.2237
C -3.5917 -2.1828 3.6062
C 0.5881 -0.4167 -1.9310
C -3.1462 4.0315 -0.9232
C -1.1266 -2.0019 -2.5562
C -0.9512 2.6358 0.1336
C 2.5650 -1.2062 0.3907
H -0.6017 2.7887 3.0448
H -1.2283 -4.5098 3.3108
H -4.5821 -3.9254 1.8960
H -4.0033 3.8138 1.0253
H -3.6357 -1.2197 4.1105
H 1.8295 3.4917 -2.9898
H -2.1112 2.5805 1.9425
H -0.7449 2.9125 -4.0084
H -2.9808 -4.7194 3.5852
H -3.3259 -0.7830 0.5550
H 1.6188 -1.7242 0.5302
H 5.5203 0.0506 -4.9044
H 4.1966 0.5708 1.5594
H 0.1225 1.7977 5.1523
H 3.3137 -1.5845 1.0878
H 0.4353 4.5761 -2.8026
H -1.2432 -0.9786 4.0364
H 3.8128 2.5564 -1.8791
H -3.9803 -3.1070 0.4280
H 1.4034 4.1401 -1.3806
H -0.4430 -3.6960 1.2014
H -3.9782 4.5894 -1.3288
H -2.1442 -2.3665 -2.4624
H 0.5019 1.6585 -3.9352
H -3.1389 -0.0471 2.1315
H -2.5305 -4.8625 1.2855
H 2.8203 -0.7568 3.0545
H -1.1058 1.3405 -3.2526
H 3.5639 -1.4487 -4.6628
H -1.5542 -3.1685 -0.0612
H 2.9139 -1.3761 -0.6252
H 4.2544 0.6896 -0.2083
H -2.0769 4.0226 -2.7712
H -4.3536 -2.8351 4.0351
H 5.6479 2.1144 -3.4975
H -0.2247 -2.3530 3.6826
H -1.3787 -0.4481 -1.0890
H -0.6098 -3.4256 -4.0832
H 1.6399 -2.4965 -4.4249
H 1.7957 -0.0359 5.1733
H 3.5201 1.9997 0.7564
```

This record from OMol25 describes a 5-piece molecular cluster, C27H45NO8 overall. The level of theory is wB97M-V/def2-TZVPD.

## Properties
LUMO energy (eV): 0.699
SMILES: CCOC[C@]1(c2ccncc2)COC(=O)O1.C1CCOC1.C1CCOC1.C1CCOC1.C1CCOC1
E_HOMO (eV): -8.87
Gap between HOMO and LUMO (eV): 9.57
Spin multiplicity: 1
Charge: 0

```
81
C27H45NO8 wB97M-V/def2-TZVPD
O -2.4823 -4.4968 4.9916
O 1.2327 2.7034 -0.5116
O 0.3958 4.3994 0.5594
O 2.9343 3.6435 -2.1225
O -6.7873 -2.1697 -2.4670
O 0.1332 2.3050 1.4743
O 7.6142 2.5644 -2.2823
O -2.5352 -0.7218 0.9173
N -2.9638 1.1390 -2.3575
C -1.8464 0.1506 1.8294
C 8.4583 3.6915 -2.0206
C -1.6294 -2.0442 2.6670
C 8.0762 1.8902 -3.4578
C -2.9608 2.2066 -1.5880
C 0.5513 3.0409 0.6221
C -0.6285 1.5361 -2.6792
C -2.4285 -6.7253 5.7938
C -0.6652 2.6443 -1.8676
C 0.3995 4.7755 -0.8269
C -7.4353 -2.3784 -1.2100
C -1.7844 0.8355 -2.8652
C 3.7335 1.3415 -1.9263
C -5.2258 -1.6719 -0.7570
C 0.5938 3.4495 -1.5813
C -2.0664 -5.7849 6.9355
C 9.0914 2.8105 -4.1182
C -1.8713 2.9807 -1.3003
C 3.8596 2.6897 -2.6334
C -1.6914 -4.5161 6.1854
C -3.0979 -5.7771 4.8107
C -2.5818 -2.0413 1.4818
C 1.6477 3.5251 -2.7042
C 9.6780 3.5393 -2.9164
C -5.3925 -1.9151 -2.2473
C -6.3327 -2.5406 -0.1731
C -1.7144 -0.6006 3.1423
H 7.2268 1.6662 -4.1051
H 1.1901 5.5126 -0.9799
H -2.6140 -0.4613 3.7483
H -0.8555 -0.2785 3.7298
H -1.9019 -2.7741 3.4282
H -4.2335 -1.9228 -0.3959
H -1.2635 -6.1539 7.5721
H 8.7127 3.7155 -0.9606
H -3.9099 2.4977 -1.1464
H 10.1438 4.4920 -3.1638
H -1.7356 -0.0492 -3.4944
H -0.6129 -2.2652 2.3296
H -8.0550 -1.5002 -0.9961
H -5.4159 -0.6215 -0.5257
H 1.6137 2.6364 -3.3300
H 8.5371 0.9458 -3.1495
H -3.0721 -7.5520 6.0909
H -2.9434 -5.6053 7.5621
H -6.0053 -3.5833 -0.1334
H 10.4263 2.9103 -2.4283
H -2.4041 1.0832 1.9297
H -1.5196 -7.1423 5.3532
H -6.6441 -2.2443 0.8283
H 1.5089 4.4407 -3.2878
H -2.3070 -2.7744 0.7205
H 0.2893 1.2017 -3.1356
H -4.8311 -2.8000 -2.5697
H -2.9797 -6.0928 3.7734
H 3.7438 1.4683 -0.8462
H -3.6123 -2.2384 1.8002
H -0.5254 5.3304 -0.9970
H -1.9260 3.8358 -0.6437
H 4.6109 0.7347 -2.1728
H 8.5827 3.5224 -4.7728
H 7.8982 4.6007 -2.2646
H -0.8725 0.3739 1.4048
H -0.6355 -4.5248 5.8940
H -5.0761 -1.0642 -2.8505
H 4.8600 3.0609 -2.4073
H 2.8586 0.7721 -2.2469
H 3.7419 2.5764 -3.7167
H -1.8840 -3.6114 6.7630
H 9.8298 2.2721 -4.7106
H -4.1672 -5.6736 5.0232
H -8.0851 -3.2527 -1.2769
```

For each record above, in turn, the calculated E values are -51872.102, -13140.483, -57432.617, -46596.182 eV.
For each record above, in turn, the calculated maximum force values are 0.1095, 0.0219, 0.0370, 0.0375 Eh/bohr.